This record from OMol25 describes a structure of composition C8H6O2 at a distorted geometry. The level of theory is ωB97M-V/def2-TZVPD.

Geometry as ORCA input:
```
! RIJCOSX wB97M-V def2-TZVPD def2/J DEFGRID3
* xyz 0 1
O 2.79130 -1.72638 0.02073
O -3.03772 -1.30913 -0.59028
C 0.14091 -0.59352 0.14482
C -1.14801 -0.02330 0.23796
C 1.18744 1.55992 -0.14171
C 2.66536 -0.45944 -0.03584
C 1.15889 0.26501 -0.01110
C -0.16965 2.07935 -0.05753
C -1.24868 1.25941 0.04401
C -2.30107 -0.89954 0.41802
H -0.32474 3.29966 -0.04855
H -2.43210 2.04486 0.17904
H 1.75445 2.31114 -0.14415
H 3.70521 0.21279 -0.33975
H -2.93404 -0.91547 1.25668
H 0.49148 -1.79616 0.06138
*
```

As for the frontier orbital gap: 9.885 eV. For the energy relative to the best compared isomer or geometry (same formula, charge and spin), the calculation gives 6.090 eV.

=====

This record from OMol25 describes the molecule C8H6O2 at a distorted geometry. The level of theory is ωB97M-V/def2-TZVPD.

Geometry as ORCA input:
```
! RIJCOSX wB97M-V def2-TZVPD def2/J DEFGRID3
* xyz 0 1
O 1.11188 -0.16251 1.18757
O 1.25715 -2.24053 1.94756
C -1.21926 1.45636 -1.86517
C -0.58607 -0.33749 -0.32909
C 0.74863 -1.46836 1.22248
C -0.33715 2.33770 -1.23202
C 0.31793 0.51113 0.24893
C -0.42012 -1.67868 0.24869
C -1.37670 0.11900 -1.33559
C 0.47726 1.81298 -0.18928
H -0.16860 -2.42906 -0.53154
H -0.29953 3.39818 -1.56809
H -1.38062 -2.00602 0.65836
H -2.00541 -0.53585 -1.92417
H 1.21633 2.46464 0.29930
H -1.94150 1.81655 -2.62865
*
```

As for the frontier orbital gap: 10.047 eV. For the energy relative to the best compared isomer or geometry (same formula, charge and spin), the calculation gives 0.000 eV.

=====

This record from OMol25 describes the molecule C8H6O4 at a distorted geometry. The level of theory is ωB97M-V/def2-TZVPD.

Geometry as ORCA input:
```
! RIJCOSX wB97M-V def2-TZVPD def2/J DEFGRID3
* xyz 0 1
O 0.86519 -1.96142 1.58903
O 0.47244 -2.79533 -0.37252
O -2.14931 0.21724 -2.32885
O -1.35454 -2.01067 -1.98506
C 0.62539 -1.74419 0.33962
C -0.39519 1.58238 -0.78396
C 0.02330 2.45468 0.31792
C 0.59896 1.77326 1.53218
C -0.24315 0.23119 -0.81312
C 0.92078 0.45258 1.16567
C -1.37992 -0.54347 -1.82093
C 0.37489 -0.43746 0.11132
H 1.09586 2.50541 2.18804
H -0.84920 1.96769 -1.54410
H -0.04641 3.52878 0.13881
H -0.66771 -2.21932 -1.40006
H 1.48812 0.12806 1.92952
H 0.62051 -3.12941 1.73648
*
```

As for the frontier orbital gap: 8.887 eV. For the energy relative to the best compared isomer or geometry (same formula, charge and spin), the calculation gives 4.378 eV.

=====

This record from OMol25 describes a structure of composition C8H7BCaN2O3 at a distorted geometry. The level of theory is ωB97M-V/def2-TZVPD.

Geometry as ORCA input:
```
! RIJCOSX wB97M-V def2-TZVPD def2/J DEFGRID3
* xyz 2 1
Ca -3.37387 2.12576 -2.50083
O 0.65236 3.14033 0.27358
O -1.06355 1.53414 1.20002
O 0.52461 2.64836 2.65451
N 0.77148 -0.65877 1.59005
N 1.07317 -2.67757 -0.67294
C -1.50383 -0.27783 -2.15034
C -1.63850 0.75468 -1.01579
C 0.23500 -1.57063 -0.69813
C 0.09068 -0.57351 0.37946
C 1.71192 -2.72694 0.52149
C 1.56074 -1.75136 1.65564
C -0.59279 -1.38027 -1.95028
C -0.84878 0.58915 0.22025
B 0.03769 2.44736 1.33557
H -2.08075 -0.25143 -3.11763
H 1.52799 2.72039 0.13511
H -2.34485 1.63440 -1.13905
H 2.42460 -3.58355 0.67629
H -0.50960 -2.14929 -2.76207
H 2.14694 -1.93692 2.59440
H 1.19932 1.94348 2.77069
*
```

As for the frontier orbital gap: 5.653 eV.

=====

This record from OMol25 describes the molecule C8H7BrF2O at a distorted geometry. The level of theory is ωB97M-V/def2-TZVPD.

Geometry as ORCA input:
```
! RIJCOSX wB97M-V def2-TZVPD def2/J DEFGRID3
* xyz 0 1
Br -2.19851 1.87852 -0.15213
F -0.17545 -1.49342 0.15427
F -1.34735 -1.18708 1.94137
O 3.90867 0.42731 0.73830
C 1.93464 0.58570 -0.54009
C -0.86574 -0.46075 0.84951
C -2.01291 -0.06115 0.00732
C 1.30111 0.89817 0.80732
C 1.36070 0.71237 -1.68827
C 3.36674 0.06299 -0.23764
C -2.74148 -0.93242 -0.96071
C 0.17474 0.48656 1.44026
H -2.46447 -0.69731 -2.03842
H -3.86474 -0.73468 -0.94061
H 0.07266 0.59514 2.51540
H -2.74997 -1.93323 -0.49750
H 3.86883 -0.73322 -0.74006
H 1.99024 1.53451 1.33553
H 0.44229 1.05198 -1.99385
*
```

As for the frontier orbital gap (alpha / beta): 8.439 / 7.968 eV.

=====

This record from OMol25 describes a cluster of 2 separate species, C8H7BrFN in total at a distorted geometry. The level of theory is ωB97M-V/def2-TZVPD.

Geometry as ORCA input:
```
! RIJCOSX wB97M-V def2-TZVPD def2/J DEFGRID3
* xyz 0 1
Br -4.01568 -0.45015 0.50695
F -2.33267 0.59361 -1.78929
N -2.48318 3.96120 0.27906
C 0.39853 -0.50417 -1.28770
C -0.17916 0.83661 -0.76760
C -2.18870 2.90772 -0.04693
C -0.20396 0.79803 1.70846
C 0.41836 1.13988 0.56977
C -1.66188 0.70881 -0.64397
C -2.22424 0.17922 0.54762
C -1.51492 0.22653 1.70772
H -0.10894 -0.80542 -2.20041
H 0.06498 1.61107 -1.50018
H 0.26786 0.95359 2.66740
H -1.94525 -0.11807 2.63279
H 1.45879 -0.38808 -1.49219
H 1.41595 1.54855 0.57822
H 0.26974 -1.28240 -0.53698
*
```

As for the frontier orbital gap: 7.666 eV. For the energy relative to the best compared isomer or geometry (same formula, charge and spin), the calculation gives 1.144 eV.

=====

This record from OMol25 describes the molecule C8H7BrN2O3 at a distorted geometry. The level of theory is ωB97M-V/def2-TZVPD.

Geometry as ORCA input:
```
! RIJCOSX wB97M-V def2-TZVPD def2/J DEFGRID3
* xyz 0 1
Br -2.64148 -1.48064 -0.49427
O -2.53120 1.80038 -1.45381
O -1.50220 1.74036 1.46662
O -2.96583 0.12088 1.67995
N -0.67496 0.80421 -2.32558
N -2.02417 0.66599 1.14199
C 1.72709 -1.79364 0.88961
C 0.76557 0.73904 0.30446
C 2.63431 -0.71113 0.90151
C -1.51056 0.01485 -0.02708
C -1.63998 1.00978 -1.40741
C -0.05642 -0.32536 0.26320
C 2.12421 0.50800 0.60487
C 0.36566 -1.59731 0.60318
H -0.33879 -0.23270 -2.38753
H 3.72152 -0.73998 1.23145
H 0.44711 1.75513 -0.11685
H 2.78622 1.40993 0.63407
H -0.36527 -2.29406 0.33481
H 2.17528 -2.73878 1.27522
H -0.49611 1.34504 -3.11840
*
```

As for the frontier orbital gap: 9.418 eV. For the energy relative to the best compared isomer or geometry (same formula, charge and spin), the calculation gives 0.200 eV.

=====

This record from OMol25 describes the ion C8H7BrNO3 with charge +1 at a distorted geometry. The level of theory is ωB97M-V/def2-TZVPD.

Geometry as ORCA input:
```
! RIJCOSX wB97M-V def2-TZVPD def2/J DEFGRID3
* xyz 1 1
Br 3.34298 -2.78771 -1.30789
O -3.50344 2.19963 -0.50379
O -4.13404 0.08157 -0.55753
O 2.09177 -2.41074 1.13754
N 1.13622 0.14227 0.26094
C 0.42092 0.58334 1.34611
C -0.85397 0.27237 -1.23240
C 2.59459 -1.83079 0.23063
C -1.67507 0.75584 -0.09209
C 0.54391 -0.00428 -0.99368
C 2.58689 -0.23429 0.31813
C -1.00735 0.90883 1.19645
C -3.17415 1.05613 -0.38279
H -1.61272 1.24524 2.07728
H -3.74925 -0.79387 -0.33535
H 3.09315 0.14832 1.23631
H 1.15966 -0.34915 -1.86568
H 0.96541 0.68393 2.31636
H 3.04481 0.22999 -0.59545
H -1.27032 0.10339 -2.25308
*
```

As for the frontier orbital gap: 9.016 eV.